{"formula": "C6H15NS", "method": "ωB97M-V/def2-TZVPD", "relative_energy_kcal_mol": 80.0, "mol_weight_g_mol": 133.26, "e_lumo_ev": 0.05, "e_tot_ha": -690.4140, "spin_multiplicity": 1, "species": ["C", "C", "C", "N", "H", "H", "H", "H", "H", "H", "H", "H", "C", "C", "C", "S", "H", "H", "H", "H", "H", "H", "H"], "coordinates": [[2.1470, -1.2242, 0.4470], [1.7258, -0.7900, 1.8249], [0.1600, -1.5561, 3.4056], [0.3168, -1.0630, 2.1907], [2.2076, -2.2999, 0.3813], [1.3958, -0.8631, -0.2630], [3.0402, -0.7004, 0.1185], [2.4472, -1.2836, 2.5529], [1.8642, 0.3115, 1.9367], [-0.8685, -1.7568, 3.8746], [1.0029, -1.9248, 3.9951], [-0.3496, -0.8358, 0.6746], [-1.7746, 1.6057, -3.0860], [-1.6897, 1.7198, -1.5745], [-0.6197, 0.7785, -1.0068], [-1.1077, -0.9776, -1.1535], [-0.8660, 1.9935, -3.5774], [-2.6416, 2.1498, -3.4775], [-2.0233, 0.5719, -3.3699], [-1.4860, 2.7817, -1.2967], [-2.6412, 1.4721, -1.0758], [-0.5141, 0.9876, 0.0629], [0.2746, 0.9030, -1.5838]], "mulliken_charge": [-0.93, -0.28, -0.27, -0.18, 0.27, 0.16, 0.32, 0.36, 0.23, 0.25, 0.22, 0.16, -1.12, -0.57, -0.48, -0.31, 0.29, 0.34, 0.31, 0.30, 0.28, 0.33, 0.33]}